# 1
Molecular formula: C33H51BN6S6Ti
Method: DFT, the ωB97M-V functional and the def2-TZVPD basis

Last column: Löwdin charge in e.
Geometry (Å):
Ti1 1.02185 2.29952 -0.96958  0.39
C1 -3.32109 2.99861 1.30366  -0.03
C2 -2.67132 1.75710 0.77562  -0.22
C3 -3.36203 0.65620 0.38997  0.09
C4 -2.69545 -0.49721 -0.11347  -0.18
N1 -1.39545 -0.54519 -0.19223  0.20
N2 -0.70450 0.53746 0.21763  0.01
B1 0.85627 0.45611 0.15727  -0.66
N3 1.39389 -0.82345 -0.50763  0.01
N4 1.15964 -1.97400 0.17092  0.20
C5 1.67662 -3.06985 -0.30563  -0.18
C6 2.44434 -3.05339 -1.50448  0.09
C7 2.69669 -1.90287 -2.16934  -0.23
C8 3.53686 -1.84120 -3.40721  -0.04
C9 2.14182 -0.71867 -1.60460  -0.53
S1 2.49308 0.82638 -2.26959  0.74
C10 1.47100 -4.37499 0.44875  -0.54
C11 2.84895 -4.94609 0.82477  -0.03
C12 0.66299 -4.15365 1.72352  -0.05
C13 0.73907 -5.36187 -0.47278  -0.02
N5 1.51762 0.68878 1.55769  -0.03
N6 0.93661 0.01092 2.55325  0.21
C14 1.39669 0.18960 3.77098  -0.16
C15 2.52937 1.00342 3.99170  0.10
C16 3.09945 1.71459 2.97616  -0.22
C17 4.26293 2.63832 3.18313  -0.04
C18 2.49222 1.58758 1.70981  -0.57
S2 2.96398 2.63726 0.38907  0.74
C19 0.62118 -0.49814 4.89345  -0.54
C20 1.24484 -0.20117 6.25755  -0.05
C21 0.60553 -2.01051 4.64692  -0.04
C22 -0.81952 0.03044 4.86919  -0.03
C23 -1.25625 1.67956 0.65717  -0.55
S3 -0.19779 2.98991 1.05092  0.77
C24 -3.48298 -1.71323 -0.56857  -0.55
C25 -2.54924 -2.83221 -1.01414  -0.06
C26 -4.34347 -2.20879 0.60423  -0.03
C27 -4.37928 -1.29190 -1.74137  -0.03
H1 -4.39950 2.95492 1.17096  0.10
H2 -2.93123 3.88691 0.80658  0.08
H3 -3.10787 3.11518 2.36851  0.10
H4 -4.44387 0.65632 0.45109  0.14
H5 2.84111 -3.98512 -1.88844  0.13
H6 3.81296 -2.84299 -3.72904  0.09
H7 4.44959 -1.27133 -3.22188  0.10
H8 3.00659 -1.33949 -4.21827  0.08
H9 3.44124 -4.21950 1.38600  0.10
H10 3.42521 -5.26371 -0.04662  0.09
H11 2.71129 -5.82475 1.45690  0.10
H12 1.23149 -3.57051 2.45009  0.06
H13 0.43332 -5.12211 2.17033  0.10
H14 -0.27471 -3.62643 1.53440  0.07
H15 1.28564 -5.54067 -1.40195  0.08
H16 -0.25995 -5.00595 -0.72827  0.08
H17 0.63774 -6.32201 0.03558  0.10
H18 2.93155 1.10106 4.99039  0.13
H19 4.62156 2.57897 4.20839  0.09
H20 3.97873 3.67082 2.97062  0.09
H21 5.08452 2.38647 2.51042  0.09
H22 2.26471 -0.58613 6.33732  0.09
H23 0.65330 -0.69123 7.03148  0.10
H24 1.25419 0.86776 6.48667  0.09
H25 1.61713 -2.42475 4.63743  0.10
H26 0.12741 -2.24166 3.69482  0.06
H27 0.04732 -2.50266 5.44545  0.10
H28 -0.85327 1.10705 5.05789  0.09
H29 -1.40035 -0.46599 5.64804  0.10
H30 -1.29255 -0.17146 3.90576  0.07
H31 -1.88504 -3.14172 -0.20532  0.06
H32 -1.92610 -2.53077 -1.85963  0.09
H33 -3.14973 -3.69059 -1.31801  0.10
H34 -3.72615 -2.46437 1.46882  0.10
H35 -4.88372 -3.10659 0.30028  0.10
H36 -5.08775 -1.47221 0.91589  0.08
H37 -3.78273 -0.94522 -2.58900  0.09
H38 -5.08088 -0.50029 -1.46911  0.09
H39 -4.96889 -2.14859 -2.07114  0.10
C28 -1.82175 4.96153 -4.46143  -0.51
C29 -1.79162 5.36796 -2.98449  -0.46
S4 -0.67370 4.62344 -1.72974  0.80
C30 0.91288 4.63863 -2.60570  -0.50
C31 1.01828 3.53654 -3.69961  -0.48
S5 -0.22855 2.23031 -3.42400  0.77
C32 -0.45418 1.59671 -5.08969  -0.45
C33 -1.36376 2.57345 -5.87199  -0.53
S6 -2.66869 3.42711 -4.95579  0.87
H40 -0.82225 4.97007 -4.88762  0.06
H41 -2.35946 5.76425 -4.96655  0.08
H42 -2.77796 5.26488 -2.53166  0.08
H43 -1.53383 6.42744 -2.93798  0.09
H44 1.67628 4.53258 -1.82362  0.05
H45 1.04738 5.64251 -3.00294  0.10
H46 2.01668 3.09835 -3.72310  0.05
H47 0.84083 3.95682 -4.68554  0.08
H48 -0.92158 0.61907 -4.97957  0.09
H49 0.50845 1.45149 -5.57892  0.09
H50 -1.87878 2.00672 -6.64745  0.08
H51 -0.76206 3.32010 -6.38876  0.08

**HOMO energy**: -13.02 eV
**Spin multiplicity**: 1
**Net charge**: +2
**Orbital gap**: 6.82 eV
**LUMO**: -6.2 eV
**E_tot**: -4879.6240 Eh



# 2
Molecular formula: C5H10O
Method: DFT, the ωB97M-V functional and the def2-TZVPD basis

Last column: Löwdin charge in e.
Geometry (Å):
C1 0.93585 0.49626 0.99427  -0.03
C2 1.48303 -1.31906 -1.48474  0.15
C3 0.20561 -1.11181 -0.81195  -0.29
C4 -0.13788 0.18162 -0.04834  -0.65
C5 -1.50986 0.05670 0.61292  -0.04
O1 -0.15614 1.19958 -1.04597  -0.03
H1 1.91614 0.59077 0.51534  0.08
H2 0.71294 1.44598 1.49761  0.09
H3 0.99374 -0.28376 1.76116  0.09
H4 1.91389 -0.30292 -1.62487  0.01
H5 -0.33417 -1.07476 -1.79514  0.15
H6 -0.19200 -2.00867 -0.31961  0.11
H7 -2.28491 -0.11042 -0.14154  0.09
H8 -1.75989 0.96939 1.16827  0.09
H9 -1.52774 -0.77904 1.32175  0.09
H10 -0.25861 2.05015 -0.59916  0.10

**HOMO energy**: -8.60 eV
**Spin multiplicity**: 1
**Orbital gap**: 8.73 eV
**LUMO**: 0.1 eV
**E_tot**: -271.6059 Eh



# 3
Molecular formula: C31H22Cl61F2N2O8P2
Method: DFT, the ωB97M-V functional and the def2-TZVPD basis

Last column: Löwdin charge in e.
Geometry (Å):
C1 5.51296 0.70410 1.15847  -0.12
C2 4.02156 0.06400 0.79667  -0.25
C3 3.67369 0.05511 -0.80527  -0.18
C4 3.35184 1.52462 -1.45702  -0.27
C5 2.29522 1.23877 -2.72172  -0.09
C6 2.76601 2.63666 -0.39016  0.09
C7 3.59492 4.06585 -0.12944  -0.03
N1 4.84554 4.25981 -0.95775  0.08
C8 5.80208 5.26653 -0.35836  -0.17
O1 6.96584 4.98962 0.23909  0.11
F1 5.43386 6.71466 -0.49253  0.01
C9 4.35477 4.70442 -2.32500  -0.16
O2 3.09927 5.19284 -2.43186  0.06
F2 5.29131 4.51475 -3.47050  0.05
N2 3.03441 5.03612 0.88801  0.12
C10 1.75312 4.79771 1.71098  -0.39
Cl1 1.25702 6.10526 2.96816  0.64
C11 0.83689 3.45243 1.51348  -0.33
P1 -0.78204 3.13033 2.54043  0.81
P2 -2.06375 4.92161 2.54711  0.50
O3 -1.63889 5.99085 1.45268  -0.46
O4 -3.74612 4.55718 2.27136  -0.23
O5 -1.87947 5.64020 4.16108  -0.28
C12 1.34193 2.33151 0.42886  0.04
C13 0.42648 0.97461 0.20609  -0.22
O6 0.40016 0.05025 1.20440  -0.03
O7 -0.36105 0.65730 -0.99697  -0.05
C14 -1.80902 0.66295 -0.73623  -0.17
O8 -2.51205 -0.48964 -1.39036  -0.21
C15 -3.82848 -0.53008 -0.68031  -0.27
C16 -5.03595 -1.19330 -1.56932  -0.14
H1 5.64846 1.80665 0.78442  0.06
H2 5.60506 0.60375 2.34452  0.06
H3 6.35095 -0.03133 0.73444  0.10
H4 4.09619 -1.08133 1.12505  0.13
H5 3.20263 0.54038 1.48386  0.06
H6 4.65358 -0.34935 -1.35395  0.14
H7 2.84998 -0.75954 -0.98874  0.12
H8 4.35866 1.87804 -1.99233  0.14
H9 1.76853 0.18213 -2.63428  0.09
H10 1.44361 2.04359 -2.74180  0.07
H11 2.89830 1.20325 -3.74755  0.10
H12 3.51693 5.95453 1.08575  0.15
H13 -1.60256 2.12069 1.88499  -0.05
H14 -4.14796 4.00877 3.00732  0.09
H15 -1.53532 6.58120 4.08132  0.08
H16 -2.26626 1.63599 -1.25324  0.17
H17 -2.05772 0.58274 0.40471  0.12
H18 -4.10823 0.61466 -0.49332  0.13
H19 -3.68179 -1.10057 0.33657  0.10
H20 -5.02958 -2.36313 -1.62236  0.02
H21 -5.03414 -0.69566 -2.64822  0.05
H22 -6.06642 -0.88970 -1.06755  0.07
C17 -6.86643 -0.98625 -5.84872  -2.00
Cl2 -8.36743 -1.50469 -6.65674  0.53
Cl3 -5.76244 -2.37666 -5.69779  0.52
Cl4 -6.08379 0.29163 -6.81262  0.50
Cl5 -7.25201 -0.35540 -4.22767  0.50
C18 -7.06745 -2.57348 1.93133  -1.97
Cl6 -6.69364 -3.41242 3.45813  0.51
Cl7 -6.66702 -3.63463 0.55712  0.51
Cl8 -8.80232 -2.17020 1.88447  0.54
Cl9 -6.10673 -1.07673 1.82550  0.54
C19 2.09770 0.52970 4.98216  -1.95
Cl10 1.78702 1.47725 6.45875  0.51
Cl11 1.44751 1.40031 3.57002  0.54
Cl12 3.85324 0.30042 4.78188  0.50
Cl13 1.30292 -1.05912 5.11789  0.54
C20 0.89767 2.98708 -6.49725  -2.00
Cl14 2.16792 3.75845 -5.51433  0.51
Cl15 1.63815 1.79534 -7.59555  0.50
Cl16 -0.26531 2.16543 -5.42627  0.51
Cl17 0.04997 4.22905 -7.45296  0.53
C21 -6.30233 3.92815 -4.61095  -1.99
Cl18 -6.86608 5.26419 -3.57564  0.51
Cl19 -5.21300 4.56901 -5.86693  0.51
Cl20 -5.42707 2.73565 -3.61774  0.47
Cl21 -7.70314 3.14381 -5.38361  0.51
C22 -1.80234 -4.51416 -1.17634  -1.97
Cl22 -1.79066 -6.07706 -2.03185  0.52
Cl23 -1.22597 -3.23290 -2.27224  0.55
Cl24 -3.46153 -4.13984 -0.64569  0.48
Cl25 -0.73111 -4.60677 0.24434  0.52
C23 6.29766 -2.40332 6.67787  -2.00
Cl26 6.30934 -3.96622 5.82237  0.50
Cl27 6.87403 -1.12205 5.58198  0.49
Cl28 4.63847 -2.02899 7.20853  0.49
Cl29 7.36889 -2.49593 8.09855  0.53
C24 -5.10233 -7.49990 1.31198  -1.97
Cl30 -5.66608 -6.16386 2.34728  0.47
Cl31 -4.01300 -6.85905 0.05600  0.47
Cl32 -4.22707 -8.69241 2.30518  0.52
Cl33 -6.50314 -8.28425 0.53931  0.50
C25 6.59770 -8.29343 6.76681  -2.00
Cl34 6.88285 -9.59216 7.95285  0.52
Cl35 4.98691 -8.50145 6.03406  0.51
Cl36 6.67807 -6.71304 7.58566  0.49
Cl37 7.84286 -8.36713 5.49457  0.48
C26 2.99766 2.89531 10.36678  -2.01
Cl38 4.04523 1.67154 9.60542  0.50
Cl39 3.85708 4.45477 10.43259  0.52
Cl40 1.50622 3.07906 9.40946  0.48
Cl41 2.58220 2.37598 12.01970  0.52
C27 8.69767 -11.21926 2.31630  -2.01
Cl42 10.22373 -12.13343 2.21581  0.52
Cl43 8.96201 -9.55635 1.73347  0.50
Cl44 7.46223 -12.01294 1.30716  0.51
Cl45 8.14274 -11.17417 4.00878  0.48
C28 -8.40233 -12.14978 1.09688  -2.01
Cl46 -7.13208 -11.37840 2.07980  0.49
Cl47 -7.66185 -13.34152 -0.00142  0.51
Cl48 -9.56531 -12.97142 2.16786  0.52
Cl49 -9.25003 -10.90780 0.14118  0.50
C29 5.53471 0.15449 -8.55461  -2.01
Cl50 5.81986 -1.14423 -7.36857  0.51
Cl51 3.92392 -0.05353 -9.28735  0.49
Cl52 5.61508 1.73488 -7.73576  0.49
Cl53 6.77988 0.08080 -9.82684  0.52
C30 -2.86532 6.26381 -2.57748  -1.97
Cl54 -1.59507 7.03518 -1.59457  0.53
Cl55 -2.12484 5.07207 -3.67579  0.48
Cl56 -4.02830 5.44216 -1.50651  0.50
Cl57 -3.71302 7.50578 -3.53319  0.45
C31 -6.16534 9.97845 -6.16532  -1.99
Cl58 -6.68181 11.53089 -5.45973  0.52
Cl59 -4.94674 9.22179 -5.10829  0.45
Cl60 -7.57338 8.89725 -6.31714  0.52
Cl61 -5.45929 10.26382 -7.77607  0.52

**HOMO energy**: -12.05 eV
**Spin multiplicity**: 1
**Net charge**: +1
**Orbital gap**: 6.40 eV
**LUMO**: -5.7 eV
**E_tot**: -30858.9803 Eh